Record 1
This record from the OMol25 dataset describes a structure of composition C37H46Cl2IMnNO5PSSi. The level of theory is the ωB97M-V functional and the def2-TZVPD basis.

Geometry as ORCA input:
```
! wB97M-V def2-TZVPD RIJCOSX def2/J DEFGRID3
* xyz 1 2
Mn 0.261 0.458 -0.052
C -4.144 3.399 2.448
C -4.349 2.042 2.656
C -3.278 1.163 2.606
C -1.998 1.639 2.336
C -1.798 3.001 2.122
C -2.869 3.880 2.185
P -0.556 0.562 2.215
C 0.075 0.288 3.880
C 0.966 -0.767 4.085
C 1.432 -1.040 5.359
C 1.021 -0.255 6.431
C 0.156 0.807 6.224
C -0.316 1.086 4.949
C -1.052 -1.072 1.638
C -1.784 -2.098 2.234
C -1.960 -3.273 1.526
C -1.397 -3.436 0.257
C -0.645 -2.431 -0.329
C -0.474 -1.246 0.385
H -4.982 4.083 2.486
H -5.344 1.668 2.855
H -3.450 0.104 2.756
H -0.809 3.375 1.885
H -2.709 4.937 2.014
H 1.288 -1.378 3.249
H 2.114 -1.865 5.518
H 1.376 -0.476 7.428
H -0.158 1.422 7.056
H -0.993 1.916 4.792
H -2.197 -1.984 3.229
H -2.531 -4.082 1.962
H -1.552 -4.366 -0.274
H -0.209 -2.583 -1.306
I -3.551 -0.091 -1.346
C -0.244 0.359 -3.003
C 0.063 0.106 -4.344
C 1.134 -0.697 -4.631
C 1.874 -1.248 -3.581
C 1.519 -0.934 -2.299
N 0.476 -0.121 -1.996
H -0.564 0.546 -5.105
H 1.398 -0.904 -5.660
H 2.716 -1.902 -3.758
H 2.065 -1.324 -1.451
Cl -3.614 2.975 -3.107
C -2.604 2.779 -1.685
Cl -1.329 4.018 -1.649
C -1.946 1.390 -1.598
O -1.329 1.130 -2.825
O -1.175 1.356 -0.503
H -3.215 2.912 -0.796
C 4.724 2.137 2.615
C 5.541 0.864 2.468
C 6.946 1.158 1.970
C 5.568 0.079 3.769
O 4.888 -0.016 1.508
Si 4.343 0.178 0.016
S 2.249 0.806 0.391
O 5.056 1.386 -0.761
C 5.360 1.680 -2.151
C 5.830 3.124 -2.163
C 6.461 0.736 -2.608
C 4.104 1.502 -2.982
O 4.232 -1.210 -0.800
C 4.462 -2.595 -0.427
C 3.486 -2.962 0.684
C 4.187 -3.399 -1.687
C 5.905 -2.761 0.020
H 5.186 2.788 3.359
H 3.708 1.906 2.938
H 4.674 2.683 1.671
H 7.480 1.766 2.700
H 6.916 1.700 1.025
H 7.500 0.229 1.825
H 6.059 0.661 4.548
H 6.114 -0.855 3.638
H 4.553 -0.151 4.094
H 6.691 3.248 -1.507
H 5.034 3.786 -1.822
H 6.118 3.417 -3.172
H 7.332 0.827 -1.958
H 6.765 0.979 -3.627
H 6.116 -0.299 -2.588
H 3.308 2.157 -2.623
H 3.763 0.470 -2.932
H 4.307 1.746 -4.026
H 2.455 -2.810 0.353
H 3.664 -2.349 1.568
H 3.607 -4.009 0.962
H 3.151 -3.268 -2.007
H 4.357 -4.460 -1.504
H 4.846 -3.077 -2.494
H 6.101 -2.184 0.923
H 6.586 -2.429 -0.765
H 6.111 -3.811 0.231
*
```

Values from the calculation:
E   -143309.573 eV
<S²>   0.808
Orbital gap (spin up / spin down)   6.467 / 7.495 eV

Atom charges from the Mulliken analysis, given in e for atoms 1 to 5: atom 1 (Mn): -1.125, atom 2 (C): -0.561, atom 3 (C): -0.623, atom 4 (C): -0.247, atom 5 (C): 0.483

Record 2
This record from the OMol25 dataset describes a structure of composition C37H46InN3O2SSi at a distorted geometry. The level of theory is the ωB97M-V functional and the def2-TZVPD basis.

Geometry as ORCA input:
```
! wB97M-V def2-TZVPD RIJCOSX def2/J DEFGRID3
* xyz 0 1
In 1.492 0.336 -0.601
C 4.195 3.159 1.774
C 4.215 3.944 0.517
C 4.731 3.391 -0.670
C 5.526 2.055 -0.613
C 4.455 4.083 -1.855
C 5.461 3.884 -2.987
C 3.569 5.158 -1.889
C 2.750 5.625 -3.112
C 3.453 5.850 -0.700
C 3.496 7.367 -0.748
C 3.512 5.179 0.462
C 2.951 5.616 1.772
H 3.411 3.468 2.545
H 5.183 3.177 2.277
H 4.099 2.102 1.574
H 6.511 1.989 -0.168
H 5.693 1.845 -1.681
H 4.949 1.173 -0.252
H 6.481 3.958 -2.606
H 5.389 4.773 -3.618
H 5.298 2.995 -3.648
H 2.799 6.690 -3.165
H 1.675 5.432 -2.978
H 3.182 5.286 -4.030
H 2.976 7.879 0.087
H 3.154 7.856 -1.665
H 4.568 7.633 -0.549
H 1.897 5.241 1.922
H 2.888 6.685 1.975
H 3.637 5.249 2.559
C -9.088 -6.135 -1.081
C -7.846 -5.422 -0.581
C -6.828 -4.854 -1.360
C -5.864 -3.978 -0.739
C -5.847 -3.865 0.680
C -6.777 -4.496 1.490
C -7.568 -5.421 0.813
S -4.422 -2.843 1.144
O -3.530 -3.773 0.121
O -3.747 -2.454 2.399
N -4.631 -1.535 0.211
C -4.446 -0.239 0.550
C -3.466 0.523 1.284
C -4.026 1.710 1.808
C -5.145 2.417 1.302
C -5.952 1.917 0.370
C -7.159 2.469 -0.198
C -7.900 1.582 -0.951
C -7.618 0.243 -1.107
N -6.550 -0.247 -0.469
C -5.607 0.515 -0.040
H -9.214 -6.217 -2.166
H -10.065 -5.631 -0.834
H -9.093 -7.094 -0.539
H -6.795 -4.976 -2.459
H -5.204 -3.378 -1.459
H -6.910 -4.303 2.602
H -8.110 -6.107 1.497
H -2.771 -0.027 1.898
H -3.432 2.127 2.590
H -5.357 3.470 1.592
H -7.525 3.476 -0.112
H -9.011 1.725 -1.089
H -8.416 -0.447 -1.590
C 5.082 -1.653 1.907
Si 5.294 -3.364 1.305
C 5.317 -4.855 2.291
C 7.140 -3.580 0.692
N 4.113 -3.556 -0.093
C 3.065 -2.873 -0.379
C 2.688 -2.417 -1.689
C 1.373 -2.033 -1.893
C 0.339 -1.887 -0.938
C 0.651 -2.365 0.373
C 1.899 -2.882 0.558
H 4.079 -1.119 1.757
H 5.767 -0.909 1.698
H 5.157 -1.587 3.116
H 5.751 -4.595 3.299
H 5.681 -5.787 1.853
H 4.387 -5.384 2.708
H 7.247 -3.710 -0.420
H 7.648 -4.463 1.120
H 7.615 -2.664 1.000
H 3.436 -2.303 -2.482
H 1.086 -1.675 -2.867
H -0.660 -1.577 -1.278
H -0.132 -2.293 1.168
H 2.148 -3.540 1.413
H -3.851 -4.734 0.275
*
```

Values from the calculation:
E   -71556.840 eV
Energy relative to the best compared isomer or geometry (same formula, charge and spin)   599.29 kJ/mol
Orbital gap   6.410 eV

Atom charges from the Mulliken analysis, given in e for atoms 1 to 5: atom 1 (In): 0.566, atom 2 (C): -1.562, atom 3 (C): 1.044, atom 4 (C): 0.700, atom 5 (C): -1.376